The following is a quantum chemistry calculation of 9 unconnected molecules or ions with the total composition C13H44F6NO7P at a distorted geometry, from the Open Molecules 2025 dataset.

The geometry in XYZ format:
```
72
Properties=species:S:1:pos:R:3:forces:R:3
N 10.0312 -21.6184 18.3047 0.32 0.51 -0.06
H 9.9018 -20.6458 18.5442 -0.83 0.81 0.00
H 10.6667 -21.6057 17.5197 0.69 -0.33 -0.21
H 9.1937 -22.0937 18.0000 -0.70 0.02 0.16
H 10.4177 -22.0201 19.1470 0.37 -0.69 0.14
P 8.4031 -15.5072 19.6710 -0.50 0.50 1.14
F 7.9375 -14.8707 21.0826 0.02 -0.17 -0.03
F 7.2136 -14.6670 18.9258 0.58 -0.71 -0.12
F 9.4205 -14.2824 19.4406 0.18 0.14 0.22
F 8.9643 -16.1820 18.3651 -0.18 -0.23 -2.56
F 9.5047 -16.4145 20.4212 1.29 0.24 1.34
F 7.4329 -16.7825 19.8725 -1.29 -0.10 -0.06
C 6.8123 -19.3435 25.1093 0.75 -0.25 -0.14
O 7.3231 -18.1290 25.5588 0.36 1.05 0.52
H 5.9223 -19.1629 24.5064 -0.31 -0.60 0.27
H 7.5720 -19.8530 24.5165 -0.04 -0.20 -0.47
H 6.7249 -19.9616 26.0028 -0.79 -0.03 -0.15
H 7.3904 -17.5161 24.8231 0.04 0.06 -0.06
C 4.6889 -10.8463 27.4749 0.82 -0.29 0.71
O 3.4720 -10.1176 27.5710 0.39 -0.30 -0.14
H 5.3074 -10.6708 26.5947 -0.60 0.06 -0.56
H 5.4074 -10.6540 28.2718 -0.22 0.50 0.52
H 4.5177 -11.9140 27.6117 -0.47 0.05 -0.48
H 3.6510 -9.2483 27.9369 0.08 -0.01 -0.06
C 1.2985 -13.3488 14.5357 0.99 -0.28 0.08
O -0.0012 -13.7548 14.7533 -1.75 -0.44 -0.03
H 1.4898 -12.5663 15.2701 0.83 0.29 -0.40
H 1.9498 -14.2060 14.7066 0.09 0.11 0.21
H 1.4251 -13.0791 13.4872 0.35 0.55 0.02
H -0.5173 -12.9699 14.5554 -0.51 -0.23 0.12
C 15.5427 -14.2695 17.3260 -0.58 -1.01 0.29
O 16.0355 -13.4277 16.3093 -0.30 0.33 0.33
H 14.7729 -13.8794 17.9919 0.33 0.96 0.18
H 14.9702 -15.0969 16.9068 0.41 -0.55 -0.33
H 16.3659 -14.6473 17.9323 -0.01 0.05 -0.17
H 15.2808 -12.8973 16.0434 0.13 0.22 -0.30
C 13.5566 -16.5771 8.9774 0.24 0.68 0.23
C 13.2709 -16.9368 10.4262 -0.56 -1.65 -0.71
C 11.8919 -17.5306 10.6311 -0.71 1.72 0.81
O 14.1033 -18.0317 10.7506 0.91 -0.66 0.55
H 13.2076 -17.2797 8.2206 -0.07 -0.39 0.43
H 14.6462 -16.5623 8.9527 0.08 0.43 -0.63
H 13.1303 -15.6143 8.6955 0.22 0.20 0.08
H 13.4914 -16.1416 11.1384 -0.28 0.44 -0.27
H 11.6334 -17.4297 11.6852 0.13 -0.62 0.24
H 11.7838 -18.5605 10.2910 0.13 0.28 -0.16
H 11.1712 -16.8337 10.2032 -0.27 -0.35 -0.58
H 15.0162 -17.7350 10.7375 0.18 -0.06 0.02
C 8.9376 -10.1024 13.4641 0.65 -0.15 -1.58
C 10.2048 -10.9451 13.1755 -0.32 1.33 -0.89
C 11.1761 -10.3597 12.1320 -1.09 -0.35 -0.03
O 10.9699 -10.9053 14.3143 1.10 -0.59 2.09
H 9.2342 -9.0575 13.5548 0.09 -0.06 0.83
H 8.4215 -10.5439 14.3166 -0.12 0.43 0.00
H 8.2934 -10.0436 12.5868 -0.37 -0.53 0.00
H 9.9303 -11.9758 12.9510 -0.09 -0.15 -0.38
H 11.5071 -9.3705 12.4482 -0.17 0.04 0.02
H 10.6551 -10.2953 11.1768 0.33 0.06 -0.23
H 12.0619 -10.9926 12.0793 -0.13 -0.06 -0.20
H 10.4831 -11.3602 15.0054 0.12 0.02 0.37
C 4.7927 -20.3789 13.9220 -1.10 -0.57 0.33
C 4.4135 -21.4230 14.9952 0.48 -0.95 -2.12
C 3.0695 -22.1011 14.7120 -0.07 0.10 0.26
O 5.4355 -22.4678 14.9652 0.15 0.47 1.69
H 5.3800 -20.8156 13.1143 0.21 -0.08 0.23
H 5.2967 -19.5137 14.3527 -0.19 0.04 -0.30
H 3.8186 -20.1820 13.4743 0.21 1.06 -0.19
H 4.3491 -20.9403 15.9703 0.53 -0.44 0.16
H 3.0148 -22.6082 13.7486 0.48 -0.14 -0.11
H 2.2237 -21.4151 14.6671 0.08 0.23 0.40
H 2.9149 -22.8339 15.5039 -0.26 -0.05 -0.10
H 5.4480 -22.9562 14.1388 -0.47 0.34 -0.20
```
Forces are in eV/Å.

Total charge: 0
Orbital gap (Ha): 0.269
Spin multiplicity: 1
LUMO (Eh): -0.0898
DFT total energy (a.u.): -2043.66110